Entry 1:
Formula: C19H19N5O7ReS
Source: the Open Molecules 2025 dataset
Level of theory: ωB97M-V with the def2-TZVPD basis set

```
52
Properties=species:S:1:pos:R:3
Re 0.319 -0.087 0.120
S 2.621 -0.350 -0.065
C 2.321 -1.969 0.571
C 3.123 -3.048 0.832
C 2.496 -4.175 1.369
C 1.131 -4.170 1.618
C 0.392 -3.036 1.329
N 1.005 -1.966 0.817
H 4.184 -3.022 0.627
H 3.082 -5.056 1.593
H 0.637 -5.035 2.037
H -0.673 -2.969 1.502
C -3.334 2.629 0.668
C -1.887 2.380 1.000
O -1.483 1.064 0.459
H -3.628 3.596 1.074
H -3.983 1.877 1.120
H -3.496 2.653 -0.410
H -1.705 2.349 2.073
H -1.229 3.108 0.532
H -2.273 0.529 0.285
N 2.572 5.629 -0.753
C 2.082 4.407 -0.581
C 1.803 3.559 -1.679
C 1.318 2.307 -1.463
N 1.046 1.831 -0.218
C 1.329 2.631 0.848
C 1.828 3.887 0.715
H 2.767 5.990 -1.672
H 2.791 6.223 0.030
H 1.994 3.882 -2.693
H 1.145 1.633 -2.291
H 1.147 2.216 1.833
H 2.038 4.474 1.599
O -2.768 -2.352 -1.225
C -1.735 -1.870 -1.540
O -1.061 -1.095 -0.584
C -1.058 -2.013 -2.851
C -0.036 -1.165 -3.248
C 0.524 -1.318 -4.498
C 0.112 -2.300 -5.377
C -0.907 -3.131 -4.947
C -1.512 -3.008 -3.715
N -1.373 -4.206 -5.863
O -2.260 -4.918 -5.451
O -0.848 -4.255 -6.950
N 1.598 -0.383 -4.895
O 2.105 -0.541 -5.972
O 1.886 0.497 -4.096
H 0.332 -0.373 -2.615
H 0.558 -2.420 -6.355
H -2.318 -3.673 -3.437
```

Calculated values
* strongest force on any atom: 0.008 hartree/bohr
* energy above the lowest of the compared OMol25 structures with the same formula, charge and spin: 174.2 kJ/mol
* spin multiplicity: 2
* charge: +2
* gap between HOMO and LUMO (spin up / spin down): 0.255 / 0.264 Ha



Entry 2:
Formula: C19H19NO5S
Source: the Open Molecules 2025 dataset
Level of theory: ωB97M-V with the def2-TZVPD basis set

```
45
Properties=species:S:1:pos:R:3
C 4.205 -1.449 7.440
O 3.380 -0.376 7.051
C 2.592 -0.519 5.958
C 2.519 -1.667 5.171
C 1.675 -1.696 4.078
C 0.893 -0.594 3.748
C 0.017 -0.682 2.568
O -0.081 -1.652 1.852
O -0.708 0.440 2.367
C -1.499 0.420 1.198
C -0.602 0.445 -0.028
O 0.576 0.681 0.015
N -1.207 0.175 -1.246
C -2.528 -0.067 -1.527
O -3.416 0.008 -0.714
C -2.790 -0.403 -2.986
C -1.893 -1.491 -3.566
S -0.199 -0.919 -3.979
C -0.536 0.468 -5.049
C -1.458 0.385 -6.082
C -1.672 1.484 -6.894
C -0.961 2.654 -6.690
C -0.029 2.727 -5.667
C 0.183 1.637 -4.842
C 0.969 0.556 4.536
C 1.806 0.590 5.626
H 4.927 -1.704 6.658
H 4.738 -1.105 8.324
H 3.616 -2.336 7.696
H 3.113 -2.537 5.400
H 1.611 -2.578 3.459
H -2.130 -0.475 1.173
H -2.133 1.308 1.223
H -0.542 0.088 -2.020
H -2.687 0.516 -3.572
H -3.832 -0.724 -3.053
H -1.738 -2.300 -2.853
H -2.337 -1.905 -4.471
H -2.002 -0.531 -6.260
H -2.393 1.420 -7.696
H -1.131 3.507 -7.329
H 0.530 3.635 -5.506
H 0.904 1.684 -4.040
H 0.369 1.415 4.281
H 1.881 1.469 6.247
```

Calculated values
* strongest force on any atom: 0.010 hartree/bohr
* energy above the lowest of the compared OMol25 structures with the same formula, charge and spin: 15.7 kJ/mol
* SMILES: COc1ccc(C(=O)OCC(=O)NC(=O)CCSc2ccccc2)cc1
* charge: 0
* gap between HOMO and LUMO: 0.341 Ha



Entry 3:
Formula: C19H19NO8Ti
Source: the Open Molecules 2025 dataset
Level of theory: ωB97M-V with the def2-TZVPD basis set

```
48
Properties=species:S:1:pos:R:3
Ti -0.315 1.159 0.370
O 0.201 2.951 1.646
C -0.952 3.545 2.257
C -1.988 3.639 1.159
N -2.295 2.321 0.558
C -3.174 1.513 1.406
C -2.331 0.774 2.440
O -2.757 0.437 3.512
O -1.104 0.554 2.008
C -2.751 2.496 -0.824
C -1.530 2.716 -1.715
O -1.608 3.152 -2.830
O -0.403 2.340 -1.128
H 0.841 2.660 2.308
H -0.707 4.546 2.615
H -1.288 2.942 3.101
H -1.588 4.277 0.371
H -2.904 4.103 1.540
H -3.655 0.752 0.789
H -3.952 2.102 1.897
H -3.450 3.328 -0.940
H -3.240 1.582 -1.162
C 1.322 -2.840 -0.083
C -0.015 -2.713 0.572
C -0.922 -1.758 0.333
C -0.765 -0.585 -0.550
C 0.230 -0.448 -1.461
C 1.446 -1.299 -1.620
H 1.889 -3.669 0.333
H -0.277 -3.490 1.280
H -1.846 -1.797 0.900
H 0.266 0.463 -2.050
H 2.093 -0.919 -2.407
O -0.024 -3.274 -2.202
C 1.181 -2.832 -1.646
C 2.267 -3.584 -2.352
C 3.576 -3.473 -2.139
C 4.218 -2.601 -1.159
C 3.613 -1.755 -0.325
C 2.129 -1.503 -0.220
C 1.934 -0.517 0.935
O 2.217 -0.854 2.054
O 1.506 0.725 0.666
H -0.751 -2.957 -1.651
H 1.900 -4.265 -3.110
H 4.237 -4.085 -2.740
H 5.299 -2.661 -1.103
H 4.229 -1.195 0.368
```

Calculated values
* strongest force on any atom: 0.006 hartree/bohr
* energy above the lowest of the compared OMol25 structures with the same formula, charge and spin: 2.3 kJ/mol
* charge: 0
* gap between HOMO and LUMO: 0.275 Ha



Entry 4:
Formula: C19H20AsCoF6N4
Source: the Open Molecules 2025 dataset
Level of theory: ωB97M-V with the def2-TZVPD basis set

```
51
Properties=species:S:1:pos:R:3
Co 0.223 -0.437 0.161
C -0.145 2.214 -0.662
C 1.109 2.499 0.161
C 2.229 1.557 -0.188
C 3.372 1.957 -0.841
C 4.364 1.021 -1.117
C 4.196 -0.296 -0.712
C 3.022 -0.646 -0.091
N 2.064 0.265 0.164
N -0.983 1.123 -0.083
C -2.044 0.655 -1.036
C -2.390 -0.752 -0.672
C -3.537 -1.420 -1.035
C -3.649 -2.769 -0.711
C -2.623 -3.407 -0.023
C -1.504 -2.683 0.326
N -1.408 -1.381 0.004
C -1.573 1.416 1.274
C -0.778 0.801 2.388
C -0.961 1.108 3.719
C -0.208 0.427 4.670
C 0.720 -0.529 4.266
C 0.876 -0.776 2.921
N 0.125 -0.126 2.011
H 0.090 1.928 -1.688
H -0.804 3.092 -0.689
H 0.888 2.417 1.229
H 1.421 3.529 -0.003
H 3.494 2.995 -1.119
H 5.263 1.320 -1.641
H 4.950 -1.050 -0.892
H 2.838 -1.671 0.213
H -1.660 0.716 -2.056
H -2.891 1.341 -0.935
H -4.320 -0.907 -1.577
H -4.534 -3.322 -1.001
H -2.683 -4.455 0.238
H -0.675 -3.132 0.861
H -2.585 1.010 1.288
H -1.642 2.502 1.374
H -1.681 1.862 4.012
H -0.339 0.647 5.722
H 1.324 -1.067 4.984
H 1.609 -1.482 2.549
F 0.483 -0.581 -1.562
As 0.187 -0.931 -4.008
F 0.853 -2.424 -3.573
F -1.298 -1.480 -3.334
F -0.063 -1.102 -5.631
F -0.451 0.657 -3.761
F 1.729 -0.236 -3.893
```

Calculated values
* strongest force on any atom: 0.020 hartree/bohr
* energy above the lowest of the compared OMol25 structures with the same formula, charge and spin: 7.6 kJ/mol
* spin multiplicity: 2
* charge: +3
* gap between HOMO and LUMO (spin up / spin down): 0.191 / 0.236 Ha



Entry 5:
Formula: C19H20BrN5O2S2
Source: the Open Molecules 2025 dataset
Level of theory: ωB97M-V with the def2-TZVPD basis set

```
49
Properties=species:S:1:pos:R:3
C 4.781 0.930 -1.135
C 5.143 -0.553 -1.128
N 4.033 -1.389 -0.724
C 3.367 -2.244 -1.672
C 2.289 -1.508 -2.465
S 3.824 -1.762 0.874
O 3.894 -3.182 1.082
O 4.683 -0.912 1.641
C 2.110 -1.276 1.137
C 1.198 -2.211 1.590
C -0.120 -1.829 1.786
C -0.519 -0.531 1.522
C 0.402 0.405 1.049
C 0.049 1.781 0.753
N 0.925 2.736 0.659
N 0.237 3.855 0.390
C -1.103 3.643 0.316
S -2.220 4.799 -0.019
N -1.235 2.280 0.547
N -2.299 1.470 0.479
C -3.504 1.898 0.445
C -4.593 0.952 0.341
C -5.910 1.415 0.411
C -6.971 0.537 0.322
C -6.717 -0.816 0.158
Br -8.174 -2.031 0.034
C -5.419 -1.300 0.078
C -4.364 -0.417 0.168
C 1.733 0.020 0.868
H 5.610 1.507 -1.536
H 4.589 1.262 -0.119
H 3.899 1.111 -1.744
H 5.469 -0.871 -2.122
H 5.963 -0.714 -0.424
H 2.920 -3.055 -1.094
H 4.098 -2.685 -2.361
H 1.563 -1.060 -1.791
H 2.733 -0.723 -3.071
H 1.776 -2.205 -3.123
H 1.539 -3.215 1.784
H -0.840 -2.545 2.152
H -1.543 -0.235 1.686
H 0.699 4.744 0.287
H -3.774 2.948 0.494
H -6.098 2.470 0.539
H -7.987 0.895 0.378
H -5.243 -2.356 -0.056
H -3.348 -0.772 0.097
H 2.457 0.737 0.520
```

Calculated values
* strongest force on any atom: 0.033 hartree/bohr
* SMILES: CCN(CC)S(=O)(=O)c1cccc(-c2n[nH]c(=S)n2/N=C/c2ccc(Br)cc2)c1
* charge: 0
* gap between HOMO and LUMO: 0.285 Ha



Repeat the second record exactly.
Formula: C19H19NO5S
Source: the Open Molecules 2025 dataset
Level of theory: ωB97M-V with the def2-TZVPD basis set

```
45
Properties=species:S:1:pos:R:3
C 4.205 -1.449 7.440
O 3.380 -0.376 7.051
C 2.592 -0.519 5.958
C 2.519 -1.667 5.171
C 1.675 -1.696 4.078
C 0.893 -0.594 3.748
C 0.017 -0.682 2.568
O -0.081 -1.652 1.852
O -0.708 0.440 2.367
C -1.499 0.420 1.198
C -0.602 0.445 -0.028
O 0.576 0.681 0.015
N -1.207 0.175 -1.246
C -2.528 -0.067 -1.527
O -3.416 0.008 -0.714
C -2.790 -0.403 -2.986
C -1.893 -1.491 -3.566
S -0.199 -0.919 -3.979
C -0.536 0.468 -5.049
C -1.458 0.385 -6.082
C -1.672 1.484 -6.894
C -0.961 2.654 -6.690
C -0.029 2.727 -5.667
C 0.183 1.637 -4.842
C 0.969 0.556 4.536
C 1.806 0.590 5.626
H 4.927 -1.704 6.658
H 4.738 -1.105 8.324
H 3.616 -2.336 7.696
H 3.113 -2.537 5.400
H 1.611 -2.578 3.459
H -2.130 -0.475 1.173
H -2.133 1.308 1.223
H -0.542 0.088 -2.020
H -2.687 0.516 -3.572
H -3.832 -0.724 -3.053
H -1.738 -2.300 -2.853
H -2.337 -1.905 -4.471
H -2.002 -0.531 -6.260
H -2.393 1.420 -7.696
H -1.131 3.507 -7.329
H 0.530 3.635 -5.506
H 0.904 1.684 -4.040
H 0.369 1.415 4.281
H 1.881 1.469 6.247
```

Calculated values
* strongest force on any atom: 0.010 hartree/bohr
* energy above the lowest of the compared OMol25 structures with the same formula, charge and spin: 15.7 kJ/mol
* SMILES: COc1ccc(C(=O)OCC(=O)NC(=O)CCSc2ccccc2)cc1
* charge: 0
* gap between HOMO and LUMO: 0.341 Ha



Copy entry 3 word for word.
Formula: C19H19NO8Ti
Source: the Open Molecules 2025 dataset
Level of theory: ωB97M-V with the def2-TZVPD basis set

```
48
Properties=species:S:1:pos:R:3
Ti -0.315 1.159 0.370
O 0.201 2.951 1.646
C -0.952 3.545 2.257
C -1.988 3.639 1.159
N -2.295 2.321 0.558
C -3.174 1.513 1.406
C -2.331 0.774 2.440
O -2.757 0.437 3.512
O -1.104 0.554 2.008
C -2.751 2.496 -0.824
C -1.530 2.716 -1.715
O -1.608 3.152 -2.830
O -0.403 2.340 -1.128
H 0.841 2.660 2.308
H -0.707 4.546 2.615
H -1.288 2.942 3.101
H -1.588 4.277 0.371
H -2.904 4.103 1.540
H -3.655 0.752 0.789
H -3.952 2.102 1.897
H -3.450 3.328 -0.940
H -3.240 1.582 -1.162
C 1.322 -2.840 -0.083
C -0.015 -2.713 0.572
C -0.922 -1.758 0.333
C -0.765 -0.585 -0.550
C 0.230 -0.448 -1.461
C 1.446 -1.299 -1.620
H 1.889 -3.669 0.333
H -0.277 -3.490 1.280
H -1.846 -1.797 0.900
H 0.266 0.463 -2.050
H 2.093 -0.919 -2.407
O -0.024 -3.274 -2.202
C 1.181 -2.832 -1.646
C 2.267 -3.584 -2.352
C 3.576 -3.473 -2.139
C 4.218 -2.601 -1.159
C 3.613 -1.755 -0.325
C 2.129 -1.503 -0.220
C 1.934 -0.517 0.935
O 2.217 -0.854 2.054
O 1.506 0.725 0.666
H -0.751 -2.957 -1.651
H 1.900 -4.265 -3.110
H 4.237 -4.085 -2.740
H 5.299 -2.661 -1.103
H 4.229 -1.195 0.368
```

Calculated values
* strongest force on any atom: 0.006 hartree/bohr
* energy above the lowest of the compared OMol25 structures with the same formula, charge and spin: 2.3 kJ/mol
* charge: 0
* gap between HOMO and LUMO: 0.275 Ha